# C25H35F24N3O6PS

A 4-piece molecular cluster, C25H35F24N3O6PS overall (ωB97M-V with the def2-TZVPD basis set, OMol25).

Multiplicity: 1
Total charge: +1
Orbital gap, eV: 7.69
Strongest force on any atom, eV/Å: 3.9
Energy above the lowest of the compared OMol25 structures with the same formula, charge and spin, kJ/mol: 249.15

Last column: Mulliken charge in e.
Positions of all 95 atoms, in Å:
C1 0.136 -4.668 3.399  -1.0492
C2 -1.084 -3.989 2.731  0.6171
O1 -1.352 -4.314 1.648  -0.4194
N1 -1.922 -2.945 3.354  -0.2025
C3 -2.393 -3.541 4.634  -1.1706
N2 -1.218 -1.724 3.638  0.6926
C4 -2.271 -0.645 3.776  -0.4092
C5 -2.006 0.618 2.904  -1.4581
N3 -0.632 1.108 3.060  0.5953
P1 -0.335 2.041 4.508  0.0248
C6 -0.454 1.047 6.087  -0.9269
C7 -1.333 3.600 4.573  -0.9997
C8 0.378 0.112 2.801  -1.0254
S1 1.135 0.554 1.137  1.5163
C9 2.758 1.350 1.350  -0.9984
O2 1.304 -0.616 0.285  -0.7717
O3 0.263 1.514 0.481  -0.6830
C10 -0.123 -1.379 2.702  -1.5094
H1 -0.132 -5.250 4.306  0.3399
H2 0.595 -5.388 2.701  0.3745
H3 0.930 -3.959 3.711  0.2545
H4 -2.904 -4.504 4.440  0.3956
H5 -3.120 -2.897 5.158  0.3019
H6 -1.536 -3.755 5.317  0.4514
H7 -0.804 -1.830 4.579  0.7248
H8 -3.226 -1.072 3.424  0.4706
H9 -2.461 -0.388 4.836  0.0759
H10 -2.221 0.433 1.835  0.3744
H11 -2.750 1.381 3.210  0.5443
H12 -0.077 0.005 5.990  0.2123
H13 0.026 1.563 6.940  0.4116
H14 -1.534 0.941 6.359  0.2783
H15 -1.468 4.010 3.551  0.3282
H16 -0.702 4.347 5.099  0.3976
H17 -2.285 3.488 5.125  0.3342
H18 1.208 0.246 3.530  1.0491
H19 2.945 1.408 2.446  0.5025
H20 2.770 2.369 0.936  0.2230
H21 3.529 0.722 0.869  0.3235
H22 0.788 -1.989 2.835  0.1981
H23 -0.536 -1.492 1.675  0.5921
C11 -6.275 0.445 0.122  -0.9835
C12 -5.463 0.734 1.396  1.0969
C13 -5.696 -0.166 2.611  0.0768
F1 -6.980 -0.298 2.959  -0.2115
F2 -5.039 0.344 3.698  -0.2768
F3 -5.621 2.035 1.716  -0.3006
F4 -4.136 0.606 1.048  -0.2612
O4 -7.528 1.096 -0.057  -0.4056
C14 -8.637 0.623 0.639  0.7343
C15 -9.052 1.531 1.810  0.2160
F5 -7.994 1.904 2.559  -0.1854
F6 -9.916 0.879 2.616  -0.2550
F7 -8.408 -0.654 1.008  -0.2797
F8 -9.652 0.578 -0.237  -0.2881
H24 -5.672 0.824 -0.704  0.4484
H25 -6.363 -0.628 -0.065  0.3916
H26 -5.288 -1.167 2.429  0.2678
H27 -9.535 2.435 1.432  0.2414
C16 3.966 1.879 -3.343  -0.8209
C17 3.713 2.855 -2.182  0.8843
C18 2.357 3.562 -2.114  0.1351
F9 1.999 4.175 -3.254  -0.2085
F10 2.385 4.513 -1.140  -0.2859
F11 4.731 3.744 -2.149  -0.2976
F12 3.832 2.126 -1.025  -0.1973
O5 4.551 2.380 -4.545  -0.4090
C19 3.756 3.087 -5.440  0.7335
C20 4.029 4.602 -5.432  0.2281
F13 4.096 5.098 -4.183  -0.2008
F14 3.038 5.253 -6.080  -0.2691
F15 2.464 2.775 -5.216  -0.2932
F16 4.043 2.615 -6.667  -0.2703
H28 4.707 1.167 -2.979  0.4065
H29 3.084 1.274 -3.561  0.3661
H30 1.567 2.851 -1.846  0.2424
H31 4.976 4.815 -5.932  0.2343
C21 5.248 -3.946 -5.120  -0.7591
C22 4.941 -2.953 -3.988  0.8911
C23 3.572 -2.269 -3.980  0.1316
F17 3.241 -1.686 -5.145  -0.1953
F18 3.551 -1.295 -3.030  -0.2492
F19 5.941 -2.041 -3.942  -0.2571
F20 5.035 -3.653 -2.819  -0.3353
O6 5.860 -3.462 -6.313  -0.4158
C24 5.076 -2.790 -7.245  0.7402
C25 5.317 -1.269 -7.260  0.2247
F21 5.339 -0.748 -6.019  -0.1559
F22 4.331 -0.653 -7.947  -0.2777
F23 3.784 -3.124 -7.049  -0.2751
F24 5.405 -3.280 -8.452  -0.2966
H32 5.990 -4.635 -4.715  0.4039
H33 4.383 -4.572 -5.352  0.3538
H34 2.785 -2.984 -3.723  0.2516
H35 6.273 -1.046 -7.738  0.2361

Cartesian forces (eV/Å) of the 6 atoms listed first:
C 0.0 0.0 1.0
C 2.3 -0.2 1.1
O -1.2 -0.5 -2.6
N -0.1 -1.4 0.5
C -0.1 0.0 0.7
N 0.2 0.5 1.8